A cluster of 4 separate species, C2H11O4 in total, computed with the ωB97M-V functional and the def2-TZVPD basis.

The energy above the lowest of the compared OMol25 structures with the same formula, charge and spin comes out at 202.8 kJ/mol. The gap between HOMO and LUMO (alpha / beta) comes out at 0.433 / 0.242 Ha. The calculation puts the HOMO energy (alpha / beta) at -11.223 / -11.060 eV. The value obtained for the LUMO energy (alpha / beta) is 0.564 / -4.478 eV. Its spin multiplicity is 2.

Cartesian coordinates (Å):
C: 0.0325 -0.4212 1.0066
O: -0.1527 0.0403 -0.2806
C: 1.3468 0.1427 1.6168
H: 0.0954 -1.5438 1.0163
H: -0.7989 -0.1109 1.5916
H: 1.3864 1.2711 1.4023
H: 2.2575 -0.2153 0.9712
H: 1.4183 -0.1050 2.7575
H: -2.3523 1.0950 -1.3998
H: -1.4849 0.5474 -0.3344
O: -2.2901 1.2432 -0.5074
H: -1.2432 -2.4867 -0.9142
H: -0.1711 -1.4369 -1.0945
O: -0.4085 -2.4050 -1.2855
H: 1.3757 1.2234 -1.9424
H: 0.1485 1.2444 -0.9794
O: 0.8406 1.9174 -1.6242

Atoms 1-6, force components in eV/Å:
C 1.021 -1.216 0.461
O 1.020 -0.966 0.370
C 1.768 1.115 -0.565
H 0.035 0.914 -0.216
H -0.748 0.501 0.754
H -0.322 -1.519 0.822